Molecular formula: C6H20N3O3Si
Method: DFT, ωB97M-V/def2-TZVPD

The geometry in XYZ format:
```
33
Properties=species:S:1:pos:R:3:forces:R:3:nbo_charge:R:1
C -2.8116 0.0712 -2.0344 -0.39 -0.41 1.35 -0.68
C 0.5771 2.3140 1.6905 1.53 0.76 -1.09 -0.24
C 0.3104 -1.8423 2.5317 1.90 4.71 1.60 -0.26
C 3.7571 -0.3102 0.2470 1.44 -1.49 0.05 -0.24
C -1.8958 -0.0123 -0.8346 1.43 1.02 0.43 -0.11
C -0.3706 -0.1528 -1.0819 1.24 2.19 -0.96 -0.09
N -2.2333 -1.1798 -0.0047 0.04 -1.97 0.74 -0.72
N 0.2229 2.0297 -1.6238 -4.93 -1.96 1.48 -0.95
N -0.1103 -0.8671 -2.2122 -0.06 -0.12 1.50 -0.78
O 0.3845 0.9415 1.4412 -0.85 1.05 1.27 -0.94
O 0.1109 -1.5934 1.1467 -0.76 -1.20 -0.14 -0.92
O 2.3331 -0.2797 0.1674 -0.63 -0.31 0.05 -0.95
Si 0.7515 -0.2116 0.4547 1.42 -0.47 -1.68 2.34
H -3.1274 -0.7896 -2.5516 0.34 -1.94 -0.36 0.22
H -2.3909 0.6683 -2.7385 1.57 1.96 -2.10 0.26
H -3.7610 0.5129 -1.8906 -0.95 0.83 1.08 0.26
H -0.1792 2.9150 1.1600 0.10 -0.20 0.74 0.19
H 1.5797 2.7084 1.3757 -0.67 -0.70 -0.48 0.19
H 0.6892 2.4599 2.7384 -0.94 0.19 0.98 0.20
H 0.3335 -2.7748 3.0126 -0.35 -1.92 -0.70 0.22
H -0.3713 -1.1692 3.1342 0.44 -0.80 -0.65 0.18
H 1.3351 -1.3718 2.7259 -1.12 -0.86 0.31 0.18
H 4.1197 -0.3875 -0.8813 -0.32 0.41 2.72 0.21
H 4.1653 -1.2557 0.8749 -1.24 1.85 -1.71 0.19
H 4.1667 0.5564 0.8635 -0.67 -0.75 -1.35 0.20
H -2.0123 0.8655 -0.2101 -0.03 0.22 -0.03 0.25
H -1.4337 -1.5633 0.6716 0.10 0.37 -1.88 0.49
H -2.8978 -1.0036 0.7233 -1.42 0.37 -0.09 0.43
H 1.0984 1.8578 -1.9257 3.93 -0.96 -1.47 0.31
H 0.3499 2.4832 -0.7414 0.03 0.45 0.62 0.31
H -2.5884 -1.8472 -0.7147 0.20 -0.31 1.31 0.44
H 0.7573 -0.9231 -2.6884 0.98 0.02 0.23 0.42
H -0.8585 -0.8489 -2.8252 -1.37 -0.04 -1.75 0.37
```
Positions in Å, forces in eV/Å.

DFT total energy   -919.81447 Eh
LUMO (alpha / beta)   -3.02 / -3.02 eV
Net charge   +1
Maximum force   5.5 eV/A
Gap between HOMO and LUMO (alpha / beta)   8.16 / 8.16 eV